{"formula": "C6H15NO", "method": "ωB97M-V with the def2-TZVPD basis set", "spin_multiplicity": 1, "orbital_gap_ha": 0.3563, "e_lumo_ev": 0.95, "energy_ev": -10001.6568, "species": ["C", "C", "C", "O", "C", "H", "H", "H", "H", "H", "H", "H", "H", "C", "C", "N", "H", "H", "H", "H", "H", "H", "H"], "positions_angstrom": [[1.636, -1.514, -0.412], [0.360, -1.317, -0.084], [-0.788, -1.886, -0.872], [-0.099, -0.920, 1.195], [0.836, -0.862, 2.240], [2.465, -1.179, 0.187], [1.884, -1.993, -1.340], [-0.528, -1.988, -1.917], [-1.066, -2.860, -0.478], [-1.651, -1.232, -0.775], [1.356, -1.818, 2.366], [1.585, -0.075, 2.083], [0.263, -0.634, 3.143], [-1.699, 1.832, -0.941], [-0.180, 1.828, -0.878], [0.255, 2.159, 0.460], [-2.101, 1.098, -0.247], [-2.042, 1.597, -1.948], [-2.077, 2.815, -0.668], [0.232, 2.570, -1.567], [0.176, 0.776, -1.149], [1.268, 2.169, 0.513], [-0.085, 1.434, 1.090]], "mulliken_charge": [-0.8338, 0.5966, -1.0607, -0.3341, -0.8771, 0.2832, 0.2827, 0.3592, 0.3302, 0.2306, 0.3992, 0.3268, 0.2425, -1.2201, 0.0719, -0.7026, 0.2386, 0.3281, 0.3685, 0.4193, 0.0213, 0.2495, 0.2804]}


{"formula": "C54H114Be2F4N7O10S2", "method": "ωB97M-V with the def2-TZVPD basis set", "spin_multiplicity": 1, "total_charge": 1, "orbital_gap_ha": 0.1182, "e_lumo_ev": -6.60, "energy_ev": -122073.0480, "species": ["Be", "Be", "F", "F", "N", "S", "O", "O", "F", "S", "O", "O", "F", "C", "C", "C", "C", "C", "C", "N", "O", "C", "C", "C", "H", "H", "H", "H", "H", "H", "H", "H", "H", "H", "H", "H", "H", "H", "H", "H", "H", "H", "H", "C", "C", "C", "C", "C", "C", "N", "O", "C", "C", "C", "H", "H", "H", "H", "H", "H", "H", "H", "H", "H", "H", "H", "H", "H", "H", "H", "H", "H", "H", "C", "C", "C", "C", "C", "C", "N", "O", "C", "C", "C", "H", "H", "H", "H", "H", "H", "H", "H", "H", "H", "H", "H", "H", "H", "H", "H", "H", "H", "H", "C", "C", "C", "C", "C", "C", "N", "O", "C", "C", "C", "H", "H", "H", "H", "H", "H", "H", "H", "H", "H", "H", "H", "H", "H", "H", "H", "H", "H", "H", "C", "C", "C", "C", "C", "C", "N", "O", "C", "C", "C", "H", "H", "H", "H", "H", "H", "H", "H", "H", "H", "H", "H", "H", "H", "H", "H", "H", "H", "H", "C", "C", "C", "C", "C", "C", "N", "O", "C", "C", "C", "H", "H", "H", "H", "H", "H", "H", "H", "H", "H", "H", "H", "H", "H", "H", "H", "H", "H", "H"], "positions_angstrom": [[-15.727, -7.695, 19.594], [-15.511, -4.182, 17.597], [-14.390, -6.604, 17.732], [-17.155, -5.791, 18.627], [-15.322, -3.218, 19.767], [-15.018, -4.061, 21.183], [-15.241, -5.515, 20.959], [-15.358, -3.561, 22.479], [-13.368, -3.920, 21.098], [-15.482, -1.797, 20.377], [-14.237, -1.092, 20.767], [-16.710, -1.543, 21.122], [-15.749, -1.140, 18.919], [-10.832, -2.748, 16.125], [-12.027, -2.577, 17.081], [-11.526, -1.448, 18.018], [-11.543, -0.101, 17.520], [-12.976, 0.217, 16.946], [-13.455, -0.758, 15.857], [-13.269, -2.189, 16.345], [-13.635, -3.155, 15.456], [-14.958, -0.455, 15.684], [-12.797, -0.420, 14.519], [-12.340, -3.837, 17.864], [-11.062, -3.411, 15.290], [-9.921, -3.077, 16.624], [-10.519, -1.803, 15.680], [-12.011, -1.520, 18.991], [-10.534, -1.751, 18.355], [-10.841, 0.030, 16.697], [-11.119, 0.593, 18.246], [-12.892, 1.242, 16.587], [-13.726, 0.135, 17.733], [-15.508, -0.684, 16.597], [-15.128, 0.608, 15.514], [-15.614, -0.976, 14.987], [-11.749, -0.131, 14.610], [-12.933, -1.201, 13.771], [-13.211, 0.492, 14.089], [-11.448, -4.128, 18.418], [-12.624, -4.685, 17.240], [-13.045, -3.662, 18.676], [-12.985, -3.056, 14.756], [-11.960, -9.732, 14.840], [-11.975, -9.358, 16.309], [-11.187, -10.386, 17.137], [-9.711, -10.286, 17.305], [-9.349, -8.791, 17.605], [-10.021, -7.738, 16.717], [-11.484, -8.008, 16.680], [-12.146, -7.049, 16.036], [-9.846, -6.335, 17.424], [-9.313, -7.647, 15.309], [-13.518, -9.499, 16.782], [-12.490, -9.095, 14.132], [-12.418, -10.716, 14.732], [-10.902, -9.813, 14.590], [-11.516, -10.368, 18.176], [-11.360, -11.334, 16.627], [-9.040, -10.649, 16.526], [-9.346, -10.799, 18.195], [-8.288, -8.780, 17.357], [-9.418, -8.610, 18.678], [-10.565, -6.259, 18.239], [-8.848, -6.167, 17.830], [-10.116, -5.512, 16.762], [-8.267, -7.358, 15.416], [-9.221, -8.660, 14.918], [-9.886, -7.194, 14.500], [-13.679, -9.097, 17.782], [-13.848, -10.526, 16.626], [-14.135, -8.926, 16.091], [-12.839, -6.778, 16.643], [-19.876, -4.273, 20.900], [-19.690, -5.336, 22.031], [-20.913, -5.402, 23.017], [-22.127, -6.125, 22.355], [-21.819, -7.609, 21.926], [-20.468, -7.735, 21.232], [-19.455, -6.750, 21.637], [-18.179, -6.937, 20.968], [-19.973, -9.178, 21.544], [-20.816, -7.595, 19.720], [-18.453, -4.997, 22.985], [-20.782, -4.464, 20.325], [-19.162, -4.467, 20.100], [-19.833, -3.204, 21.111], [-20.683, -6.010, 23.892], [-21.105, -4.379, 23.340], [-22.323, -5.679, 21.380], [-22.976, -6.089, 23.038], [-22.718, -7.830, 21.349], [-21.685, -8.260, 22.790], [-20.637, -9.927, 21.112], [-19.043, -9.442, 21.041], [-19.609, -9.407, 22.546], [-21.345, -6.642, 19.695], [-19.953, -7.674, 19.058], [-21.565, -8.273, 19.312], [-18.059, -5.741, 23.676], [-18.801, -4.174, 23.609], [-17.609, -4.674, 22.376], [-18.253, -6.380, 20.190], [-13.910, -10.210, 23.477], [-14.074, -8.660, 23.127], [-13.517, -7.733, 24.173], [-12.023, -7.481, 24.055], [-11.526, -7.075, 22.643], [-12.061, -8.022, 21.593], [-13.525, -8.359, 21.739], [-14.001, -9.243, 20.804], [-11.995, -7.219, 20.305], [-11.186, -9.367, 21.632], [-15.606, -8.491, 23.033], [-14.558, -10.263, 24.352], [-12.900, -10.476, 23.789], [-14.327, -10.860, 22.707], [-14.033, -6.783, 24.039], [-13.791, -8.115, 25.157], [-11.524, -8.415, 24.315], [-11.724, -6.683, 24.735], [-10.446, -7.169, 22.750], [-11.784, -6.033, 22.455], [-10.960, -6.888, 20.218], [-12.186, -7.814, 19.411], [-12.776, -6.459, 20.306], [-11.148, -9.799, 22.632], [-11.582, -10.100, 20.929], [-10.149, -9.145, 21.379], [-15.753, -7.436, 22.802], [-16.122, -8.765, 23.953], [-16.088, -8.974, 22.183], [-13.429, -10.011, 20.874], [-16.533, -6.030, 14.813], [-17.780, -5.176, 14.881], [-18.947, -6.060, 15.341], [-20.206, -5.228, 15.798], [-19.875, -4.015, 16.605], [-18.707, -3.199, 16.144], [-17.543, -4.025, 15.815], [-16.443, -3.220, 15.428], [-19.248, -2.285, 15.021], [-18.373, -2.252, 17.298], [-17.921, -4.653, 13.353], [-15.644, -5.446, 14.573], [-16.643, -6.866, 14.123], [-16.495, -6.494, 15.799], [-19.142, -6.787, 14.553], [-18.729, -6.676, 16.214], [-20.805, -5.874, 16.440], [-20.729, -4.967, 14.878], [-19.837, -4.375, 17.633], [-20.772, -3.398, 16.644], [-19.964, -1.589, 15.460], [-18.487, -1.667, 14.544], [-19.743, -2.846, 14.228], [-17.906, -2.891, 18.047], [-17.634, -1.462, 17.163], [-19.178, -1.731, 17.816], [-17.045, -4.105, 13.006], [-18.848, -4.160, 13.060], [-18.104, -5.543, 12.751], [-16.859, -2.726, 14.717], [-14.122, -4.453, 11.981], [-12.955, -5.500, 11.726], [-12.790, -5.677, 10.189], [-11.885, -4.586, 9.563], [-10.542, -4.497, 10.369], [-10.731, -4.221, 11.917], [-11.690, -5.150, 12.413], [-11.785, -5.232, 13.808], [-9.365, -4.485, 12.618], [-11.153, -2.740, 12.082], [-13.478, -6.843, 12.277], [-15.076, -4.893, 11.691], [-13.935, -3.614, 11.312], [-14.059, -4.287, 13.057], [-12.310, -6.611, 9.898], [-13.756, -5.667, 9.683], [-12.358, -3.605, 9.585], [-11.753, -4.964, 8.549], [-9.936, -3.822, 9.764], [-10.194, -5.520, 10.229], [-8.928, -5.484, 12.621], [-8.664, -3.891, 12.033], [-9.501, -4.047, 13.607], [-12.099, -2.472, 11.611], [-11.329, -2.756, 13.157], [-10.355, -2.034, 11.853], [-12.727, -7.631, 12.338], [-14.346, -7.272, 11.776], [-13.790, -6.616, 13.296], [-11.485, -6.134, 13.945]], "mulliken_charge": [1.1783, 1.3506, -0.7278, -0.5744, 0.3236, 0.2816, -0.0671, -0.4977, -0.3318, 0.7414, -0.6320, -0.5474, -0.2387, -1.4041, 1.5624, -1.3854, -0.9267, -1.3448, 1.7937, -0.2159, 1.8042, -1.9141, -1.8991, -0.2633, -0.3856, 0.5443, 0.5049, 0.3334, 0.4929, 0.3838, 0.5105, 0.5164, 0.3335, -0.0241, 0.4642, 0.3267, 0.3618, 0.2333, 0.5768, 0.4520, -0.3594, -0.5390, -0.7288, -1.7768, 1.3210, -0.7578, -1.0194, -1.3112, 1.6895, 0.7176, 2.7168, -0.9059, -1.5739, -1.6229, 0.0579, 0.5305, 0.4364, 0.0741, 0.4203, 0.4488, 0.4143, 0.3689, 0.4437, -0.6778, 0.5307, -0.1651, 0.4831, 0.4756, -0.1555, -0.2512, 0.5333, 0.2534, -1.1496, -1.2680, 1.5904, -1.2148, -0.8122, -1.0197, 1.5262, 0.0363, 0.5515, -1.7212, -1.8129, -1.7108, 0.2751, -0.1645, 0.5238, 0.4018, 0.5059, 0.2865, 0.4086, 0.2805, 0.4789, 0.4182, 0.1763, 0.4635, 0.3778, 0.2166, 0.5077, 0.2306, 0.5186, 0.2401, -0.1886, -1.7149, 1.3757, -1.0514, -0.9700, -1.3532, 1.1844, 1.4241, -0.3896, -0.3228, -1.5255, -1.9700, 0.5169, 0.3500, 0.3686, 0.2734, 0.5618, 0.4160, 0.4377, 0.4531, 0.3610, 0.6324, -0.3000, -0.8131, 0.3351, 0.2727, 0.4240, 0.1882, 0.5684, 0.1821, 0.2065, -1.0548, 1.5881, -1.2197, -0.9194, -0.5993, 1.7582, 0.9532, 0.7115, -1.7254, -1.7942, -1.6660, -0.6461, 0.6180, 0.1073, 0.5508, 0.1643, 0.5903, 0.2953, -0.8045, 0.6025, 0.5357, 0.2707, 0.3884, -0.0942, 0.1195, 0.4863, 0.1685, 0.3520, 0.5355, 0.0420, -1.1725, 1.5724, -1.2961, -0.6358, -1.1846, 1.0090, -0.5082, 1.9268, -1.8157, -1.0958, -2.1525, 0.4812, 0.4803, -0.4821, 0.4214, 0.3117, 0.3219, 0.4517, 0.3658, 0.4376, 0.2526, 0.4961, 0.2189, 0.2272, -0.0014, 0.5202, 0.5950, 0.5073, 0.1123, -0.5145]}


{"formula": "C35H39AlBeBrCa2Cl5F4N2O13", "method": "ωB97M-V with the def2-TZVPD basis set", "spin_multiplicity": 1, "total_charge": 2, "orbital_gap_ha": 0.0342, "e_lumo_ev": -8.58, "energy_ev": -253883.5305, "species": ["C", "C", "C", "C", "Br", "C", "C", "C", "O", "C", "C", "C", "C", "O", "C", "C", "C", "C", "C", "C", "C", "C", "O", "O", "C", "C", "C", "C", "C", "N", "C", "C", "C", "C", "O", "C", "C", "C", "O", "H", "H", "H", "H", "H", "H", "H", "H", "H", "H", "H", "H", "H", "H", "H", "H", "H", "H", "H", "H", "H", "H", "H", "H", "H", "H", "H", "H", "H", "H", "O", "H", "H", "Ca", "Cl", "C", "O", "H", "H", "H", "H", "F", "Al", "F", "F", "F", "C", "Cl", "Cl", "Cl", "Cl", "Be", "C", "O", "O", "O", "Ca", "C", "N", "O", "O", "H", "H", "H"], "positions_angstrom": [[2.411, 2.290, 5.441], [2.832, 2.420, 4.046], [3.236, 1.188, 3.125], [4.197, 0.022, 3.606], [5.015, -0.044, 5.424], [4.542, -1.177, 2.649], [3.953, -1.315, 1.203], [4.347, -2.602, 0.344], [3.295, -3.132, -0.482], [2.157, -3.575, 0.299], [2.998, -0.179, 0.732], [2.653, 1.042, 1.662], [1.629, 2.131, 1.046], [1.815, 3.360, 1.183], [0.400, 1.484, 0.218], [0.742, 0.254, -0.714], [-0.307, -0.508, -1.553], [-1.808, -0.024, -1.464], [-2.862, -0.875, -2.327], [-3.740, 0.012, -3.313], [-4.580, -1.048, -4.261], [-5.544, -1.972, -3.340], [-6.647, -1.587, -2.900], [-5.057, -3.279, -2.993], [-2.155, 1.191, -0.535], [-3.704, 1.620, -0.420], [-4.256, 2.842, -1.200], [-5.758, 3.043, -0.906], [-6.489, 2.070, 0.008], [-6.030, 0.938, 0.740], [-4.638, 0.818, 0.476], [-1.068, 1.967, 0.317], [-1.469, 3.192, 1.274], [-2.482, 2.715, 2.463], [-2.343, 3.751, 3.489], [-3.397, 3.591, 4.478], [-2.990, 2.367, 5.441], [2.291, -0.218, -0.723], [2.868, -0.558, -1.774], [1.295, 2.283, 5.751], [3.183, 2.250, 6.365], [2.832, 3.470, 3.565], [5.255, -1.984, 3.028], [4.760, -3.415, 1.047], [5.195, -2.289, -0.380], [2.453, -4.512, 0.884], [1.359, -3.919, -0.467], [1.659, -2.759, 0.926], [-0.046, -1.400, -2.214], [-2.314, -1.651, -2.976], [-3.488, -1.482, -1.578], [-4.536, 0.656, -2.796], [-3.065, 0.720, -3.937], [-5.242, -0.475, -5.027], [-3.886, -1.728, -4.861], [-4.685, -3.247, -2.076], [-3.593, 3.480, -1.871], [-6.322, 3.922, -1.374], [-7.619, 2.274, 0.143], [-4.135, -0.052, 1.050], [-0.558, 3.633, 1.832], [-1.908, 4.085, 0.683], [-3.538, 2.689, 2.028], [-2.121, 1.722, 2.900], [-3.432, 4.540, 5.111], [-4.423, 3.470, 3.983], [-2.947, 2.710, 6.538], [-3.737, 1.515, 5.303], [-1.937, 1.978, 5.184], [8.546, 1.176, 4.733], [8.322, 2.114, 4.759], [7.691, 0.730, 4.732], [-4.023, 1.860, -5.223], [4.653, 2.875, 6.599], [6.080, -1.914, 8.913], [4.803, -1.543, 8.409], [5.976, -2.831, 9.493], [6.768, -2.089, 8.082], [6.467, -1.121, 9.557], [4.922, -0.731, 7.901], [-2.439, 5.333, -9.282], [-1.278, 4.133, -8.688], [-0.712, 3.131, -10.034], [-2.080, 3.096, -7.479], [0.097, 4.955, -7.931], [-4.721, -3.265, -8.113], [-5.696, -3.335, -6.632], [-4.194, -1.597, -8.408], [-3.300, -4.314, -7.939], [-5.705, -3.825, -9.498], [-2.224, 2.376, -2.613], [-0.769, -0.648, -7.157], [-0.577, -1.609, -7.904], [-1.333, -0.711, -6.030], [-0.435, 0.533, -7.407], [-4.686, -4.953, -11.714], [7.712, -5.333, 1.099], [6.782, -5.063, 2.227], [7.040, -4.113, 2.953], [5.827, -5.812, 2.344], [8.510, -4.592, 1.118], [8.114, -6.336, 1.237], [7.139, -5.259, 0.176]], "mulliken_charge": [-0.4431, -0.0847, 0.4026, -0.1257, -0.0568, -0.7872, 0.8543, -0.3868, -0.3537, -0.5931, 0.3036, -0.1172, -0.1859, -0.5249, -0.0327, 0.5503, -1.9039, 1.4544, -1.2313, -0.3984, -0.2343, 0.2292, -0.5382, -0.4707, -1.0038, 1.4732, -0.4464, -0.6553, -0.3606, -0.5268, -0.2453, 0.3806, -0.5664, -0.2931, -0.3850, -0.1323, -0.7924, -0.0396, -0.4791, 0.2508, 0.3211, 0.4734, 0.3595, 0.1706, 0.3216, 0.3066, 0.1801, 0.2535, 0.4260, 0.5870, 0.0885, 0.9427, -0.0376, 0.4602, 0.3543, 0.3608, 0.5923, 0.3797, 0.3866, 0.3984, 0.3129, 0.2892, 0.1512, 0.3401, 0.3193, 0.2470, 0.3236, 0.2475, 0.1140, -0.6046, 0.3198, 0.3021, 1.2640, -0.3849, -0.5008, -0.4702, 0.2291, 0.2291, 0.2679, 0.1938, -0.4332, 0.6833, -0.4374, -0.2948, -0.4353, 0.3917, -0.0758, -0.0074, -0.0473, -0.2105, 0.4753, 0.7179, -0.4951, -0.5434, -0.3166, 0.9972, -0.7408, 0.8432, -0.5068, -0.4888, 0.3151, 0.3097, 0.2807]}


What is the formula in the first record? C6H15NO